Below is a cluster of 9 separate species, C46H106N4O9 in total, with properties calculated with the ωB97M-V functional and the def2-TZVPD basis.

Results
- Net charge: +1
- HOMO (alpha / beta): -9.1 / -9.1 eV
- 2S+1: 2
- Expectation value of S²: 0.754
- E_LUMO (alpha / beta): -2.65 / -7.02 eV
- Kohn-Sham gap (alpha / beta): 6.4 / 2.1 eV
- Maximum force: 0.0737 Eh/bohr

XYZ file:
```
165
Properties=species:S:1:pos:R:3:mulliken_spin:R:1
O -1.90 -5.61 0.58 0.00
O -0.83 -3.47 -1.05 0.00
O 0.25 2.92 -4.09 0.00
O -8.02 -0.72 -0.07 0.00
O -1.95 5.49 -1.56 0.00
O -1.69 -2.76 4.37 0.00
O 8.82 -3.45 4.67 0.02
O 1.96 6.50 0.66 0.00
O -0.83 -1.80 1.42 0.00
N 1.01 1.78 -4.52 0.00
N 7.95 -2.65 4.02 0.71
N -0.17 -0.60 1.79 0.00
N -8.07 0.62 -0.28 0.00
C 9.75 -1.58 2.67 0.01
C 0.53 1.28 -5.80 0.00
C -0.63 -2.74 -2.25 0.00
C -6.01 1.05 1.15 0.00
C 6.09 -4.24 3.65 0.09
C -0.27 -3.74 -3.30 0.00
C -3.55 -3.87 3.53 0.00
C -6.78 1.32 -0.20 0.00
C 2.92 0.29 -6.22 0.00
C 2.02 0.53 1.78 0.00
C -3.05 -2.86 4.66 0.00
C -6.81 2.84 -0.54 0.00
C 1.88 -1.90 2.27 0.00
C 4.05 5.35 1.33 0.00
C 0.09 -5.24 1.85 0.00
C -3.07 5.59 -2.52 0.00
C 1.32 1.85 1.46 0.00
C -2.25 0.43 2.54 0.00
C -0.10 1.80 2.06 0.00
C 7.34 -1.16 2.08 0.02
C 5.85 -1.36 2.44 -0.02
C -3.38 4.06 -2.67 0.00
C -9.26 2.85 -0.12 0.00
C 8.32 -2.24 2.63 0.01
C -0.87 -6.31 1.29 0.00
C 3.29 0.71 -4.79 0.00
C -0.86 0.60 -5.64 0.00
C 8.30 -3.40 1.59 0.08
C 3.04 3.16 -5.13 0.00
C 5.65 -1.74 3.86 0.03
C -9.39 1.23 1.83 0.00
C -1.02 0.56 1.57 0.00
C 6.17 -3.06 5.87 0.01
C -5.78 0.70 -1.23 0.00
C -7.96 3.56 0.12 0.00
C 1.40 0.14 -6.26 0.00
C 6.53 -2.96 4.36 0.00
C 2.91 2.27 -2.80 0.00
C 1.58 -1.05 -0.14 0.00
C 2.91 5.47 0.30 0.00
C -1.46 0.68 0.06 0.00
C 1.27 -0.69 1.38 0.00
C 0.33 2.32 -6.95 0.00
C -9.29 1.27 0.25 0.00
C 2.48 1.99 -4.31 0.00
C -10.54 0.75 -0.41 0.00
H -6.33 0.64 -2.17 0.00
H -3.42 -1.84 4.70 0.00
H -0.92 -2.09 2.33 0.00
H -0.28 1.98 -7.78 0.00
H 3.99 2.19 -2.62 0.00
H 2.23 0.40 2.84 0.00
H 2.52 1.49 -2.15 0.00
H 10.56 -2.27 2.43 0.00
H 5.13 -3.37 6.01 0.00
H 1.71 2.79 1.85 0.00
H -3.05 3.46 -1.82 0.00
H -4.59 -4.18 3.69 0.00
H -2.90 -4.70 3.27 0.00
H -6.94 2.86 -1.63 0.00
H -1.99 0.06 3.53 0.00
H -1.29 -6.85 2.14 0.00
H 8.52 -4.37 2.03 0.00
H 9.82 -0.82 1.90 0.00
H -0.05 -1.82 -2.29 0.00
H 0.98 -0.37 -0.74 0.00
H -3.22 -3.36 5.62 0.00
H 3.19 1.06 -6.94 0.00
H -1.15 -3.16 5.05 0.00
H 9.17 -3.27 0.95 0.00
H 6.45 -5.15 4.13 0.00
H -11.50 1.26 -0.29 0.00
H 0.02 1.82 3.14 0.00
H -4.75 1.06 -1.19 0.00
H -0.53 -4.48 2.33 0.00
H -10.42 1.39 2.16 0.00
H 2.48 3.24 -2.56 0.00
H -5.51 -0.32 -0.95 0.00
H 0.63 -4.83 1.00 0.00
H 4.59 -1.99 4.00 0.00
H -1.01 -4.46 -3.64 0.00
H 4.36 0.73 -4.56 0.00
H 1.21 2.64 -7.51 0.00
H -7.79 3.85 1.16 0.00
H 4.82 4.82 0.76 0.00
H -3.66 -3.13 2.74 0.00
H -0.93 -2.86 -0.32 0.00
H 1.24 -0.15 -7.30 0.00
H 2.97 0.62 1.25 0.00
H -0.91 -0.08 -4.79 0.00
H 2.90 -2.25 2.08 0.00
H -1.51 1.44 -5.42 0.00
H 1.32 -0.75 -5.63 0.00
H 3.02 -0.11 -4.12 0.00
H -2.87 6.02 -3.50 0.00
H -5.90 3.34 -0.20 0.00
H 1.75 6.27 1.57 0.00
H -9.61 2.93 -1.15 0.00
H 5.49 -2.14 1.78 0.00
H -2.80 1.37 2.54 0.00
H -9.95 3.39 0.52 0.00
H -1.18 5.91 -1.97 0.00
H 5.16 -0.58 2.12 0.00
H -1.47 -4.90 0.10 0.00
H 2.62 -0.91 -0.40 0.00
H -0.71 1.25 -0.51 0.00
H 4.42 6.37 1.45 0.00
H 5.92 -0.84 4.41 -0.01
H 3.31 -0.62 -6.67 0.00
H 8.77 -4.33 4.27 0.04
H 4.07 3.35 -4.83 0.00
H 3.23 5.65 -0.73 0.00
H 7.42 -1.11 0.99 0.00
H -8.01 4.50 -0.43 0.00
H -10.39 0.70 -1.48 0.00
H 0.26 -3.31 -4.15 0.00
H -1.60 -2.30 -2.49 0.00
H -8.06 -1.13 -0.93 0.00
H -4.41 3.94 -3.02 0.00
H -0.47 2.47 -3.64 0.00
H -3.96 6.09 -2.14 0.00
H 3.61 4.89 2.21 0.00
H 5.00 -4.21 3.67 0.01
H 6.46 -2.18 6.44 0.00
H 6.39 -4.28 2.60 -0.01
H -2.92 -0.40 2.28 0.00
H -5.03 1.46 1.37 0.00
H -10.81 -0.27 -0.12 0.00
H 3.06 3.08 -6.22 0.00
H 0.67 -5.64 2.68 0.00
H -0.14 3.25 -6.62 0.00
H 2.41 4.51 0.18 0.00
H 1.21 -2.75 2.14 0.00
H -1.50 -0.29 -0.43 0.00
H 1.87 -1.60 3.31 0.00
H -5.79 -0.01 1.28 0.00
H -8.72 1.98 2.25 0.00
H -9.02 0.27 2.19 0.00
H -2.84 3.68 -3.54 0.00
H -0.53 2.74 1.72 0.00
H 7.70 -0.17 2.38 0.00
H -1.45 0.20 -6.46 0.00
H 7.42 -3.49 0.95 0.00
H -6.69 1.40 1.93 0.00
H 6.73 -3.91 6.25 0.00
H -2.41 1.20 -0.08 0.00
H 2.41 4.03 -4.96 0.00
H 1.28 -2.07 -0.41 0.00
H 1.32 2.05 0.39 0.00
H 9.75 -0.99 3.59 0.00
H -0.40 -6.92 0.52 0.00
H 0.48 -4.42 -2.89 0.00
```